Entry 1:
C9H9N3O | the ωB97M-V functional and the def2-TZVPD basis

Summary:
Energy relative to the best compared isomer or geometry (same formula, charge and spin) (eV): 3.8824
Molar mass (u): 175.2
LUMO (eV): 0.20

The geometry in XYZ format:
```
22
Properties=species:S:1:pos:R:3:forces:R:3:mulliken_charge:R:1
C -0.766444 -1.778934 -2.667250 -0.5 -3.7 2.9 -0.851
N -1.306202 -1.368190 -1.378775 -0.2 -0.6 0.3 0.506
C -0.656095 -1.596231 -0.013475 -0.5 4.1 -3.1 -1.402
C 0.130343 -0.233828 0.367224 -0.3 -2.2 1.4 0.997
C 1.438039 0.176189 -0.105152 -1.8 0.7 1.6 -0.406
C 1.981025 1.365361 0.437808 1.4 -0.8 -0.3 -0.464
C 1.271112 2.066457 1.396936 -0.7 -0.8 1.3 0.450
C 1.917832 3.116169 2.128209 -1.4 -1.8 -2.1 0.093
N 2.484432 3.997060 2.538648 1.6 2.5 1.6 -0.445
C 0.057436 1.589874 1.919019 -1.0 -0.3 0.2 -0.632
C -0.530706 0.389609 1.471539 1.3 1.9 -1.7 -0.430
N -2.600084 -0.928484 -1.428905 2.7 0.1 -0.4 -0.173
O -2.852796 -0.301899 -0.446298 -1.8 0.4 1.4 -0.401
H -0.540805 -2.925925 -2.609661 -0.6 1.7 -0.5 0.261
H 0.169866 -1.340585 -2.808332 1.1 1.2 -0.9 0.272
H -1.612589 -1.571139 -3.258176 -0.2 0.2 -1.8 0.401
H -0.122108 -2.480772 -0.148352 1.3 -1.3 0.2 0.522
H -1.562033 -1.715325 0.547053 0.1 -0.1 1.2 0.380
H 2.039201 -0.441106 -0.749809 -0.1 -0.1 -0.3 0.418
H 3.069552 1.691268 0.308268 -1.8 -0.6 -0.4 0.291
H -0.458471 2.175241 2.702937 0.5 -0.4 -0.4 0.332
H -1.550505 0.115190 1.796544 1.0 -0.1 -0.2 0.280
```
Positions in Å, forces in eV/Å.

Entry 2:
C9H9N3O2 | the ωB97M-V functional and the def2-TZVPD basis

Summary:
Energy relative to the best compared isomer or geometry (same formula, charge and spin) (eV): 4.8654
Molar mass (u): 191.2
LUMO (eV): 0.78

The geometry in XYZ format:
```
23
Properties=species:S:1:pos:R:3:forces:R:3:mulliken_charge:R:1
H 1.509835 -2.755906 0.421022 0.4 0.2 0.3 0.252
N 0.909376 -1.989818 0.179724 -0.7 -2.2 -0.3 -0.471
C 1.228939 -0.837380 0.042834 3.9 3.8 1.3 0.409
N 2.686656 0.036246 0.597836 -4.7 0.3 -0.6 -0.168
C 3.922202 -0.370138 0.114483 0.5 -1.6 -2.8 -0.820
O 2.488929 1.325798 -0.036616 -1.3 0.2 -0.5 -0.229
C 1.225697 1.472033 -0.507429 -0.1 -1.4 0.9 0.400
O 0.749556 2.459805 -0.958320 0.3 0.4 -0.1 -0.528
N 0.503586 0.244799 -0.338823 -0.1 0.8 0.1 0.144
C -0.904392 0.225648 -0.137004 -1.6 -0.8 0.2 0.403
C -1.650111 -0.918968 -0.432648 -0.2 0.5 -1.7 -0.214
C -3.051361 -0.921980 -0.357044 -0.2 -1.5 0.3 -0.438
C -3.714529 0.143890 0.255992 -2.1 -0.3 -0.7 -0.312
C -2.976029 1.267455 0.587196 0.8 -1.1 0.8 -0.684
C -1.610033 1.266844 0.444964 2.3 1.8 -1.0 -0.171
H 4.496225 0.438566 -0.332484 0.4 0.2 1.1 0.365
H 4.296263 -0.973145 0.893663 1.5 -0.5 0.6 0.344
H 3.797015 -0.974859 -0.806417 0.1 -0.4 0.3 0.264
H -1.160001 -1.672946 -1.025945 0.0 -0.4 0.3 0.315
H -3.589377 -1.879133 -0.729030 0.8 2.0 0.7 0.255
H -4.864249 0.121104 0.335198 2.0 0.1 0.1 0.269
H -3.259166 2.069229 1.205852 -1.4 1.0 0.2 0.383
H -1.035020 2.222854 0.582989 -0.8 -1.0 0.4 0.232
```
Positions in Å, forces in eV/Å.

Entry 3:
C9H9N3O2S | the ωB97M-V functional and the def2-TZVPD basis

Summary:
Energy relative to the best compared isomer or geometry (same formula, charge and spin) (eV): 0.6303
Molar mass (u): 223.3
LUMO (eV): 0.40

The geometry in XYZ format:
```
24
Properties=species:S:1:pos:R:3:forces:R:3:mulliken_charge:R:1
C 3.578707 1.311063 1.474267 0.7 -3.3 -1.6 -0.974
N 2.177948 1.408502 1.152378 -0.1 1.4 -1.5 0.169
C 1.262163 2.195719 1.814607 -3.1 0.2 -1.1 -0.205
C 0.028495 2.045176 1.171137 0.3 -0.4 0.9 -0.919
C 0.133487 1.050792 0.129216 2.5 1.7 0.6 0.323
C -0.579458 0.227044 -0.693894 1.4 -1.8 -3.0 0.454
S -2.283836 0.045131 -0.505775 -1.5 0.9 0.7 -0.158
C -2.642063 -1.544424 -1.251884 1.9 -1.0 0.5 -0.265
C -3.809142 -2.285307 -0.698907 -1.9 1.9 3.2 0.393
O -4.793082 -1.636240 -0.284729 2.1 -2.7 -1.4 -0.559
O -3.576140 -3.623325 -0.521987 -1.1 0.8 -0.4 -0.433
N 0.083711 -0.467644 -1.730498 -1.6 0.6 1.5 -0.557
C 1.405082 -0.446901 -1.809107 0.0 0.6 1.0 -0.135
N 2.204402 0.148559 -0.906980 -0.3 0.3 0.2 -0.573
C 1.549471 0.880678 0.007562 1.1 -1.6 0.6 0.279
H 3.929317 2.005682 2.130680 0.0 2.1 2.4 0.436
H 3.628853 0.288635 1.953139 0.9 1.0 -0.6 0.303
H 4.373444 1.474132 0.672293 -1.7 -0.8 0.2 0.276
H 1.308210 2.866174 2.698591 1.0 -0.8 -0.8 0.370
H -0.856554 2.612402 1.361261 -0.3 0.0 0.5 0.424
H -1.669609 -2.058063 -1.033345 -1.1 -0.2 -1.1 0.310
H -2.924930 -1.419611 -2.269457 0.6 0.0 -1.2 0.287
H -4.397666 -4.074709 -0.215857 0.6 0.7 -0.2 0.364
H 1.869192 -1.003462 -2.642711 -0.2 0.4 0.6 0.390
```
Positions in Å, forces in eV/Å.

Entry 4:
C9H9N4 | the ωB97M-V functional and the def2-TZVPD basis

Summary:
Energy relative to the best compared isomer or geometry (same formula, charge and spin) (eV): 1.4062
Molar mass (u): 173.2
LUMO (spin up / spin down) (eV): -6.37 / -6.52
Total charge: +1

The geometry in XYZ format:
```
22
Properties=species:S:1:pos:R:3:forces:R:3:mulliken_charge:R:1
C 1.444630 -1.781901 2.290396 0.0 -1.9 -0.9 -1.074
C 0.679954 -0.966374 1.349600 0.8 -0.2 -2.2 0.792
C -0.498102 -0.228138 1.691222 0.1 1.5 0.7 -0.980
C -1.016003 0.618412 0.774001 -0.8 -0.5 -0.4 1.167
C -2.008429 1.692066 1.000907 -0.6 1.8 0.3 -1.317
N -0.544103 0.443217 -0.526960 -1.6 1.5 -0.6 0.869
C 0.462519 -0.401229 -0.862023 3.0 0.6 -1.2 0.516
N 1.170542 -0.992162 0.086974 -0.8 -0.9 1.7 -0.484
C 0.830677 -0.115017 -2.244780 -1.5 -1.2 3.6 0.036
C 1.866337 -0.775567 -2.931313 -1.8 1.2 0.7 0.088
N 2.669432 -1.307670 -3.532514 1.5 -0.9 -1.0 -0.317
C -0.284316 0.775136 -2.612093 2.2 0.3 -1.9 -0.451
N -0.998796 1.161525 -1.508956 -1.1 0.3 1.5 -1.090
H 1.578698 -1.350026 3.236384 -0.2 0.6 1.5 0.404
H 2.464304 -1.961018 1.864804 -1.1 -0.3 0.3 0.322
H 0.793726 -2.733697 2.381924 1.4 1.1 0.1 0.278
H -0.850843 0.012270 2.717471 0.5 -1.0 -0.6 0.351
H -3.002419 1.653300 0.526648 0.5 -0.7 -0.3 0.330
H -1.620783 2.681960 0.627018 -0.1 -1.0 0.4 0.338
H -2.264477 1.817852 2.067526 0.6 -0.2 -0.4 0.381
H 0.038750 1.637600 -3.196320 -0.4 0.1 -0.4 0.448
H -0.911299 0.119461 -3.199917 -0.7 -0.1 -0.9 0.393
```
Positions in Å, forces in eV/Å.

Entry 5:
C9H9NO | the ωB97M-V functional and the def2-TZVPD basis

Summary:
Energy relative to the best compared isomer or geometry (same formula, charge and spin) (eV): 2.7013
Molar mass (u): 147.2
LUMO (eV): 0.98

The geometry in XYZ format:
```
20
Properties=species:S:1:pos:R:3:forces:R:3:mulliken_charge:R:1
C -2.059215 0.486163 1.286353 -0.5 3.9 -1.3 -1.502
C -1.343619 0.259392 0.020746 0.9 -0.4 0.7 1.091
O -2.118755 -0.323241 -1.085997 0.2 -1.5 0.8 -0.540
C -1.457956 0.882922 -1.282630 -1.8 2.1 -1.5 0.004
N -0.242542 0.813814 -1.970851 2.0 -0.6 0.8 -0.196
C 0.625948 0.038192 -1.149282 -0.2 0.9 -1.4 0.244
C 1.870372 -0.399324 -1.576606 1.4 -0.5 0.4 -0.658
C 2.581784 -1.139906 -0.600629 0.6 0.2 -1.8 -0.165
C 2.088014 -1.365030 0.678206 1.2 1.4 2.6 -0.790
C 0.873666 -0.778541 1.121056 -1.3 -0.5 -2.1 -0.288
C 0.064266 -0.196353 0.140194 1.4 -0.5 -2.0 0.067
H -3.079213 0.601310 0.970499 -0.8 -0.3 0.5 0.416
H -1.790279 1.529468 1.695935 -0.1 -1.8 -0.1 0.243
H -1.888043 -0.319696 1.916996 0.1 -1.2 1.5 0.398
H -2.181073 1.689363 -1.523853 0.9 -0.2 0.1 0.385
H 0.001991 0.834403 -2.964272 -1.0 0.1 0.7 0.258
H 2.470941 -0.163930 -2.544491 -1.8 -0.3 1.6 0.200
H 3.563985 -1.483520 -1.026293 -0.8 0.1 1.4 0.283
H 2.803346 -1.566480 1.538797 -0.8 -0.7 -1.5 0.252
H 0.366611 -0.937367 2.059456 0.7 -0.1 0.6 0.298
```
Positions in Å, forces in eV/Å.

Entry 6:
C9H9NO | the ωB97M-V functional and the def2-TZVPD basis

Summary:
Energy relative to the best compared isomer or geometry (same formula, charge and spin) (eV): 4.4773
Molar mass (u): 147.2
LUMO (eV): 0.62

The geometry in XYZ format:
```
20
Properties=species:S:1:pos:R:3:forces:R:3:mulliken_charge:R:1
O -0.081456 -1.724514 2.032475 1.1 0.3 0.7 -0.353
C -0.708831 -1.873074 1.085847 -0.6 -0.1 0.4 0.535
C -1.562297 -2.204801 0.154281 -0.4 -0.4 -0.6 -0.533
C -2.144495 -1.303517 -0.828200 -1.5 0.8 -1.0 -0.195
C -2.006060 0.030695 -0.861718 0.1 1.7 0.1 -0.403
C -1.176712 0.886719 0.029030 1.7 -1.7 -1.0 -0.783
C 0.153695 0.857750 0.012481 1.3 -0.7 -0.3 0.622
C 0.910319 -0.131810 -0.769901 0.0 -0.7 -0.5 -0.345
N 2.163628 -0.091012 -0.733488 1.2 -0.5 0.3 -0.598
C 2.609011 0.972022 0.097553 0.2 2.2 0.4 -0.287
C 1.284427 1.647936 0.698424 -0.5 -4.4 2.1 -0.934
H -1.869946 -3.240350 0.337426 -0.1 0.3 -0.5 0.343
H -2.900732 -1.678759 -1.565404 1.1 -0.2 0.8 0.323
H -2.469000 0.779924 -1.568711 -0.2 -1.8 0.3 0.273
H -1.578470 1.644147 0.588647 -1.6 1.7 1.3 0.515
H 0.615867 -0.956426 -1.372851 -1.5 -0.3 -0.4 0.611
H 3.222863 1.653519 -0.695283 -1.1 -1.1 2.6 0.292
H 3.134255 0.632556 1.035819 0.4 0.2 -1.6 0.238
H 1.148621 1.486088 1.866535 0.6 0.5 -2.4 0.245
H 1.255313 2.612908 0.457038 -0.3 4.1 -0.6 0.433
```
Positions in Å, forces in eV/Å.